(1)
The molecule C6H8O2, computed with ωB97M-V/def2-TZVPD.

Geometry as XYZ:
```
16
Properties=species:S:1:pos:R:3:forces:R:3:mulliken_charge:R:1
C -1.952822 -0.405103 0.110687 -1.102 -2.289 -3.350 -1.446
C -0.543695 0.140067 0.034409 -1.042 1.211 1.806 0.939
C 0.509580 -0.247592 -0.928812 -1.615 -0.723 -1.182 -0.419
C 0.494529 -0.613650 0.882297 0.774 -1.409 2.068 -0.047
C 1.855685 0.216767 0.802586 -2.041 -0.048 -2.023 -0.672
C 1.676620 0.502515 -0.528375 3.221 1.692 0.241 -0.731
H -2.020051 -1.545699 0.035705 0.319 1.525 -0.186 0.307
H -2.674328 -0.169280 0.863981 0.600 0.749 1.350 0.414
H -2.492960 0.067231 -0.785493 0.750 -1.040 0.827 0.310
H 0.228395 1.964809 -0.372506 -4.517 -1.858 2.452 0.450
H 0.147006 -0.401617 -1.843833 -0.460 0.345 -4.578 0.672
H 0.046502 -1.074228 1.770432 1.001 -0.325 0.037 0.557
H 2.624469 0.511019 1.542165 -0.876 -0.292 -0.618 0.406
H 2.237504 1.068935 -1.308025 -0.002 -0.397 1.189 0.439
O -0.779370 1.486717 0.088426 4.709 3.918 -1.664 -0.698
O 0.642943 -1.500884 -0.363638 0.279 -1.058 3.630 -0.480
```
Forces are in eV/Å.

Output
- Largest force on an atom: 0.123 Eh/bohr


(2)
The ion CNO3P with charge -2, computed with ωB97M-V/def2-TZVPD.

Geometry as XYZ:
```
6
Properties=species:S:1:pos:R:3:forces:R:3:mulliken_charge:R:1
N -0.186261 -2.394405 -0.567188 -0.156 -1.865 -0.515 -0.661
C -0.165575 -1.361290 -0.073472 0.376 2.450 0.950 0.117
P 0.062296 0.689367 0.173431 0.142 1.062 0.478 0.795
O 1.550746 0.893704 0.348246 -0.081 -0.724 0.305 -0.758
O -0.453647 0.974129 -1.194916 -0.541 0.110 -1.073 -0.717
O -0.807559 1.198496 1.313900 0.260 -1.034 -0.146 -0.776
```
Forces are in eV/Å.

Output
- Net charge: -2
- Largest force on an atom: 0.052 Eh/bohr
- SMILES: N#CP(=O)([O-])[O-]


(3)
The molecule C6H13NO, computed with ωB97M-V/def2-TZVPD.

Geometry as XYZ:
```
21
Properties=species:S:1:pos:R:3:forces:R:3:mulliken_charge:R:1
C -2.324406 -0.003743 0.482647 0.612 0.496 0.286 -1.052
C -1.523886 -1.310312 0.513900 -0.849 0.402 1.693 -0.359
C -0.678059 -1.538522 -0.696106 0.152 -2.993 -1.488 -0.819
C 0.258310 -0.455074 -1.120277 0.553 1.547 1.863 0.483
O -0.041748 0.491167 -1.816629 -0.266 -0.204 -0.823 -0.601
N 1.421533 -0.398609 -0.375305 0.430 -1.017 0.859 -0.174
C 2.205006 0.799667 -0.159478 0.709 0.683 -2.476 -0.661
C 1.460984 1.956434 0.499673 0.705 -0.626 -0.565 -0.981
H -1.639390 0.817249 0.716388 0.036 0.053 -0.204 0.190
H -3.072198 0.063401 1.274079 -0.177 -0.319 -0.187 0.377
H -2.748534 0.238793 -0.491114 -0.168 -0.248 0.030 0.294
H -2.184439 -2.162039 0.696262 -0.171 -0.063 -0.648 0.342
H -0.985057 -1.330619 1.476610 0.474 0.262 -0.466 0.252
H -0.153989 -2.514247 -0.621733 0.461 0.574 0.659 0.393
H -1.316222 -1.903760 -1.512006 -0.236 1.126 -0.239 0.358
H 1.624568 -1.125826 0.303546 -0.493 0.001 -0.428 0.278
H 2.559775 1.133944 -1.160366 -0.868 0.194 0.120 0.283
H 3.227602 0.589398 0.163056 -0.467 -0.496 1.204 0.500
H 2.152741 2.799671 0.441969 -0.336 0.195 0.421 0.341
H 1.163794 1.700288 1.511743 -0.001 0.246 0.193 0.259
H 0.593616 2.152739 -0.126858 -0.098 0.188 0.195 0.298
```
Forces are in eV/Å.

Output
- Largest force on an atom: 0.065 Eh/bohr
- SMILES: CCCC(=O)NCC


(4)
A cluster of 3 separate species, C18H45ClN3O11P2S2 in total, computed with ωB97M-V/def2-TZVPD.

Geometry as XYZ:
```
82
Properties=species:S:1:pos:R:3:forces:R:3:mulliken_charge:R:1
C 4.461922 -1.161886 0.766156 0.305 1.013 -0.476 -1.312
C 3.116166 -0.433478 0.687841 0.174 -2.101 0.315 0.385
O 3.158712 0.944920 1.109398 -0.456 0.226 -0.012 -0.225
N 3.734010 1.749232 0.180703 0.790 0.758 -0.155 0.181
S 5.422499 2.117190 0.460072 0.243 -0.080 0.134 -0.090
C 3.068575 2.235817 -0.833250 -0.650 -0.404 -0.236 -0.528
N 3.675748 3.112760 -1.739077 -0.287 -0.213 0.296 -0.439
N 1.717562 1.902254 -0.957868 0.344 0.563 -0.504 1.229
C 0.993122 3.123217 -0.483629 -0.049 0.036 1.101 -1.482
C -0.533052 3.030628 -0.543492 -0.391 0.769 0.015 0.815
C -1.146598 4.090787 0.431074 0.427 -0.305 -0.682 -1.147
C -2.587356 3.766538 0.848071 0.889 1.286 0.437 -0.835
S -2.782234 2.190986 1.720613 -2.666 -0.968 -0.830 1.100
O -3.722949 2.270619 2.796865 1.233 0.932 0.407 -0.562
O -3.193861 1.242280 0.719013 1.372 0.051 -0.129 -0.542
Cl -0.938902 1.666255 2.497314 -0.403 0.337 -0.221 -0.177
C 1.391453 1.526406 -2.357880 0.029 -1.170 -0.904 -0.702
C 0.891354 0.057059 -2.494354 -0.338 1.109 0.260 -0.831
C -0.559055 -0.174822 -2.018362 0.291 -1.793 -0.371 0.973
C -0.601799 -0.641665 -0.535383 -0.688 1.090 -0.698 -1.444
C -1.110662 -1.390758 -2.842929 0.162 0.342 0.975 -1.502
H 4.982524 -0.968103 1.711539 -0.284 -0.244 -0.079 0.310
H 4.332703 -2.233866 0.580886 -0.033 0.241 0.088 0.397
H 5.111379 -0.776553 -0.038327 -0.020 -0.295 0.168 0.278
H 2.683792 -0.586060 -0.305356 0.011 0.637 0.130 -0.151
H 2.430870 -0.929122 1.385860 -0.009 0.588 0.011 0.389
H 5.370912 3.459905 0.685992 -0.418 -0.442 -0.015 0.194
H 4.270776 2.644851 -2.414618 0.024 0.202 -0.044 0.253
H 4.138699 3.890776 -1.287491 0.292 -0.162 -0.127 0.287
H 1.388710 4.031034 -0.974494 -0.392 -0.271 -0.213 0.369
H 1.258670 3.243653 0.582426 -0.010 -0.215 -0.261 0.450
H -0.896731 3.288371 -1.548293 0.095 -0.264 0.165 0.484
H -0.933592 2.044351 -0.297614 0.479 0.012 -0.080 -0.649
H -0.495581 4.226222 1.303475 -0.301 -0.145 -0.036 0.476
H -1.133813 5.051863 -0.103105 -0.248 -0.113 0.308 0.461
H -3.261907 3.787623 -0.015861 0.061 -0.720 0.254 0.421
H -2.944617 4.564064 1.514381 0.073 -0.435 0.136 0.480
H 0.652269 2.196544 -2.814860 0.147 -0.002 0.390 0.477
H 2.264689 1.579334 -3.029174 -0.015 0.300 0.466 0.294
H 1.533483 -0.624408 -1.922750 0.038 0.122 -0.274 0.071
H 1.007777 -0.192590 -3.559362 -0.143 0.010 0.248 0.486
H -1.211260 0.689141 -2.199869 0.269 -0.035 0.166 0.210
H -1.663686 -0.645044 -0.254089 0.321 -0.167 0.223 0.387
H -0.093464 0.086888 0.107144 0.126 -0.453 0.102 0.042
H -0.207488 -1.659907 -0.453998 0.154 0.273 0.129 0.547
H -1.831487 -1.908688 -2.196578 -0.198 0.114 -0.545 0.410
H -0.287884 -2.107749 -2.980059 -0.233 0.182 -0.261 0.358
H -1.558535 -1.092100 -3.793834 0.134 -0.206 0.094 0.369
C -6.055488 0.556696 3.216132 0.146 -0.191 -0.063 -0.724
O -7.289082 0.246200 3.878713 1.055 1.381 2.370 -0.422
P -8.239904 1.426471 4.574261 -5.521 -0.183 -3.769 1.190
O -9.498907 0.642868 4.713514 0.936 -0.021 0.528 -0.636
O -8.192744 2.364861 3.236946 0.136 0.414 0.414 -0.347
C -8.904541 1.958204 2.073121 0.174 -0.251 -0.243 -0.705
O -8.529896 2.732605 5.546728 3.254 -1.362 0.801 -0.440
C -9.732220 3.451596 5.317542 -0.573 0.290 -0.169 -0.553
H -5.279543 -0.115633 3.580065 -0.034 0.051 0.096 0.350
H -6.186524 0.374570 2.147740 -0.088 0.064 0.036 0.277
H -5.748255 1.583426 3.368068 -0.081 -0.009 -0.020 0.403
H -9.387187 0.988630 2.202768 0.035 0.032 0.096 0.372
H -8.209341 1.906918 1.233305 -0.017 -0.008 -0.011 0.217
H -9.665743 2.707354 1.855971 0.001 0.020 0.040 0.276
H -10.602730 2.804603 5.416157 0.115 -0.129 -0.083 0.293
H -9.722663 3.930826 4.337775 0.043 -0.114 -0.013 0.225
H -9.786623 4.227499 6.080134 0.203 -0.087 0.049 0.259
C 8.251856 -4.680094 -1.158181 0.306 0.114 0.201 -0.715
O 6.914095 -4.179974 -1.281421 1.434 1.342 -2.476 -0.278
P 5.946579 -4.511861 -2.624762 -5.971 -4.697 4.128 1.158
O 4.678508 -4.098918 -1.920444 0.790 1.180 -0.351 -0.624
O 6.269866 -6.109005 -2.476206 0.274 -0.003 -0.613 -0.367
C 5.838539 -6.816861 -1.316343 0.355 0.021 0.390 -0.685
O 5.246760 -4.832854 -4.110588 2.964 2.381 -1.160 -0.447
C 4.108024 -5.680869 -4.127658 -0.421 -0.444 0.101 -0.500
H 8.912611 -3.862384 -0.873489 -0.041 0.032 -0.083 0.262
H 8.265523 -5.420948 -0.357470 -0.096 -0.027 -0.067 0.258
H 8.613099 -5.140055 -2.075218 -0.030 -0.068 0.053 0.343
H 5.351246 -6.163453 -0.591560 0.014 0.067 -0.092 0.335
H 6.701182 -7.294462 -0.850540 -0.034 -0.032 0.027 0.251
H 5.135621 -7.588098 -1.629370 0.013 0.016 -0.090 0.279
H 3.308815 -5.280461 -3.506154 0.147 0.055 0.110 0.246
H 4.365595 -6.691964 -3.812664 0.038 0.056 0.049 0.213
H 3.761606 -5.720203 -5.159743 0.223 0.118 -0.049 0.271
```
Forces are in eV/Å.

Output
- Net charge: +1
- Largest force on an atom: 0.168 Eh/bohr


One value per record, in order, for DFT total energy: -10441.24560; -17959.81253; -9970.35971; -99146.83895 eV.